No. 1
20
Properties=species:S:1:pos:R:3:forces:R:3:nbo_charge:R:1 method="wB97M-V/def2-TZVPD" gap_ev="6.268 / 6.273" homo_ev="-6.55 / -6.56" charge=0
C -0.653 -1.229 1.819 0.874 0.437 0.404 -0.45
N -0.685 -1.420 0.386 2.006 -0.231 -2.033 -0.38
C 1.995 -1.174 -0.114 -0.545 -0.514 0.196 -0.08
N 0.823 -0.820 -0.432 -1.652 0.061 1.280 -0.19
H -0.472 -2.396 0.177 -0.154 -0.046 0.090 0.34
H 0.341 -1.365 2.269 -0.058 -0.112 -0.049 0.18
H -0.960 -0.212 2.053 -0.186 -0.071 -0.085 0.23
H -1.311 -1.974 2.283 -0.035 0.111 -0.237 0.21
H 2.188 -2.170 0.277 -0.087 0.172 0.667 0.19
H 2.828 -0.490 -0.257 -0.089 -0.034 -0.679 0.23
C -1.926 1.294 -0.529 -0.154 -0.695 0.269 -0.41
N 1.589 1.491 -1.056 1.181 -1.270 0.053 -0.89
C 0.357 0.749 -1.009 -2.101 2.340 1.273 0.28
N -0.560 1.238 -0.124 1.768 -0.288 -0.953 -0.68
H 1.597 2.235 -1.738 -0.304 -0.134 0.107 0.38
H 1.794 1.848 -0.130 -0.323 0.293 -0.150 0.37
H -0.009 0.476 -2.010 0.214 -0.048 0.045 0.15
H -2.373 2.230 -0.182 -0.060 -0.055 -0.008 0.18
H -2.478 0.456 -0.064 -0.323 0.137 -0.178 0.17
H -2.083 1.233 -1.618 0.027 -0.053 -0.012 0.15



No. 2
20
Properties=species:S:1:pos:R:3:forces:R:3:nbo_charge:R:1 method="wB97M-V/def2-TZVPD" smiles="[H]/N=C(/N)N(C)C.C=N" gap_ev=9.059 homo_ev=-8.23 charge=0
H 0.740 1.634 1.601 0.060 -0.092 -0.216 0.35
N 0.302 0.766 1.882 -0.142 0.096 -0.003 -0.74
C 0.270 -0.145 0.999 0.776 -0.153 -0.258 0.60
N -0.149 -1.420 1.362 -0.110 0.155 -0.135 -0.84
N 0.669 -0.049 -0.382 0.573 0.058 0.738 -0.50
C 1.170 1.254 -0.812 -0.280 -0.211 0.161 -0.42
C 1.471 -1.148 -0.921 -0.049 -0.107 0.006 -0.41
H -0.516 -1.409 2.303 0.022 0.027 -0.037 0.40
H -0.797 -1.848 0.715 0.016 0.005 -0.072 0.39
H 2.148 1.491 -0.381 -0.015 0.017 0.067 0.19
H 1.266 1.242 -1.898 -0.033 0.006 0.027 0.21
H 0.440 2.013 -0.535 0.092 0.116 -0.062 0.22
H 1.269 -1.256 -1.989 0.053 0.036 0.063 0.20
H 2.537 -0.956 -0.774 0.076 0.008 -0.032 0.19
H 1.229 -2.079 -0.419 -0.036 0.035 -0.050 0.23
C -2.786 0.517 0.033 0.395 0.009 0.943 -0.06
N -2.068 -0.075 -0.799 2.312 -0.318 -2.044 -0.69
H -3.874 0.422 -0.022 -0.068 -0.059 -0.076 0.14
H -2.420 1.056 0.921 0.085 0.271 -0.219 0.14
H -0.902 -0.010 -0.885 -3.728 0.101 1.201 0.39



No. 3
37
Properties=species:S:1:pos:R:3:forces:R:3:nbo_charge:R:1 method="wB97M-V/def2-TZVPD" gap_ev=4.355 homo_ev=0.98 charge=-3
Na -1.001 0.735 0.464 -0.220 0.829 0.508 0.93
N -0.112 3.263 2.781 -0.325 0.132 0.548 0.72
O -0.240 4.399 2.297 0.065 0.041 -0.125 -0.54
O 0.815 3.045 3.603 0.095 -0.143 -0.069 -0.59
O -0.945 2.363 2.523 0.313 -0.045 -0.132 -0.57
N -3.919 2.556 -0.003 0.179 -0.047 -0.300 0.71
O -3.019 3.390 -0.040 -0.148 0.010 0.004 -0.47
O -5.129 2.913 0.006 -0.148 -0.136 0.072 -0.62
O -3.638 1.323 -0.009 -0.038 -0.010 0.095 -0.61
N -0.190 -1.823 3.178 0.712 -0.034 -0.370 0.72
O 0.706 -1.770 4.046 -0.190 -0.151 0.064 -0.56
O 0.012 -1.269 2.066 -0.162 -0.314 0.032 -0.58
O -1.236 -2.462 3.381 -0.201 -0.058 0.096 -0.56
N 0.145 3.165 -1.945 0.360 -0.013 -0.326 0.72
O 0.473 2.869 -3.136 -0.034 -0.174 -0.007 -0.63
O -0.033 4.344 -1.644 -0.034 0.045 0.039 -0.50
O 0.063 2.254 -1.097 -0.093 -0.135 -0.187 -0.57
C -1.560 -2.883 -2.730 -1.062 -0.159 -0.512 -0.85
S -0.841 -2.038 -1.310 -0.073 -0.249 0.979 1.28
O -1.958 -1.506 -0.489 0.069 0.374 -0.714 -0.95
C -0.405 -3.528 -0.404 0.893 -0.303 -0.350 -0.83
H -2.344 -3.572 -2.402 0.184 -0.050 0.250 0.22
H -0.868 -3.414 -3.385 0.349 0.104 0.278 0.21
H -2.089 -2.143 -3.336 0.251 0.230 0.126 0.24
H 0.227 -4.150 -1.050 -0.218 -0.162 0.031 0.19
H -1.324 -4.017 -0.090 -0.076 -0.014 -0.104 0.23
H 0.186 -3.269 0.474 -0.248 0.377 0.061 0.28
C 3.253 1.216 -0.780 0.262 0.512 -0.591 -0.86
S 2.813 0.512 0.843 -0.335 -0.100 -0.794 1.29
O 1.449 1.006 1.023 -0.160 0.031 0.345 -0.93
C 2.702 -1.195 0.243 0.380 -0.194 -0.265 -0.85
H 2.484 0.948 -1.506 -0.223 0.037 0.202 0.26
H 4.231 1.027 -1.240 0.084 -0.467 0.528 0.19
H 3.206 2.299 -0.650 -0.255 -0.045 0.152 0.25
H 1.976 -1.321 -0.562 -0.123 0.444 0.039 0.22
H 2.416 -1.862 1.054 0.175 0.139 0.172 0.25
H 3.695 -1.401 -0.175 -0.006 -0.303 0.228 0.19



No. 4
22
Properties=species:S:1:pos:R:3:forces:R:3:nbo_charge:R:1 method="wB97M-V/def2-TZVPD" smiles="CNC(N)(N)N(C)C(=O)O" gap_ev=9.645 homo_ev=-8.81 charge=0
C -0.331 -1.413 1.587 -0.267 0.341 -0.027 -0.42
N 0.681 -0.491 1.104 0.112 1.690 0.508 -0.65
C 0.197 0.736 0.339 0.697 -1.088 0.573 0.57
N -0.948 1.349 0.937 -0.461 -0.534 0.168 -0.88
N 1.289 1.658 0.265 0.689 -0.138 1.178 -0.88
N -0.124 0.147 -0.955 -0.029 -0.719 -0.085 -0.51
C -1.498 0.092 -1.417 -0.170 -0.105 0.022 -0.42
C 0.724 -0.882 -1.345 0.263 0.886 -2.550 0.92
O 0.389 -1.750 -2.128 0.038 -0.238 0.859 -0.65
O 2.058 -0.625 -1.150 -0.349 -0.043 0.256 -0.71
H -1.097 -0.942 2.213 -0.031 -0.032 -0.039 0.18
H -0.825 -1.878 0.736 -0.073 -0.143 -0.004 0.19
H 0.158 -2.190 2.174 0.051 -0.045 -0.102 0.21
H 1.287 -0.191 1.860 -0.095 0.073 -0.010 0.37
H -0.709 1.766 1.827 -0.064 0.195 -0.352 0.39
H -1.546 1.912 0.348 0.285 0.104 0.108 0.38
H 1.123 2.553 -0.180 -0.065 -0.498 -0.088 0.38
H 2.165 1.200 0.053 -0.167 0.339 -0.393 0.40
H -1.794 1.063 -1.816 -0.023 0.017 -0.060 0.19
H -1.580 -0.655 -2.204 0.057 0.103 0.057 0.25
H -2.173 -0.167 -0.601 -0.079 -0.086 -0.057 0.20
H 2.552 -1.292 -1.647 -0.321 -0.079 0.038 0.50



No. 5
21
Properties=species:S:1:pos:R:3:forces:R:3:nbo_charge:R:1 method="wB97M-V/def2-TZVPD" gap_ev=6.440 homo_ev=-16.96 charge=+2
C 1.199 -0.508 0.521 -1.002 0.811 -4.038 0.66
C -1.296 -0.784 0.017 -0.238 -1.711 -1.051 0.59
C -1.566 1.598 -0.229 0.087 0.766 -0.464 -0.42
C 3.189 0.527 -0.568 -2.587 0.733 0.030 -0.40
N 1.634 -0.770 1.682 0.751 -0.412 1.992 -0.76
N -2.082 0.271 -0.149 0.521 -3.331 1.307 -0.51
N -1.677 -2.086 -0.240 1.861 3.204 1.182 -0.77
N 1.832 -0.088 -0.571 -3.114 -1.995 0.109 -0.57
S -3.916 0.013 0.132 1.193 2.396 -1.186 0.25
H -0.900 1.771 -1.057 0.457 -0.422 -0.274 0.24
H -2.416 2.160 -0.460 -1.027 1.395 -0.281 0.24
H -1.168 1.990 0.677 0.397 0.002 0.932 0.24
H 2.946 1.498 -0.126 1.146 -0.061 0.304 0.24
H 3.432 0.673 -1.596 0.641 -0.118 -0.506 0.26
H 3.741 -0.186 -0.030 1.696 -0.151 0.562 0.22
H 0.976 -0.932 2.422 -0.374 0.053 0.432 0.46
H 2.625 -0.895 2.006 -0.876 0.198 -0.934 0.48
H -1.073 -2.879 -0.103 0.218 0.098 0.251 0.45
H -2.636 -2.288 -0.411 -0.962 -0.073 -0.453 0.44
H 1.351 -0.410 -1.457 0.971 0.862 1.231 0.46
H -4.193 1.323 -0.459 0.241 -2.246 0.852 0.20



No. 6
22
Properties=species:S:1:pos:R:3:forces:R:3:nbo_charge:R:1 method="wB97M-V/def2-TZVPD" gap_ev=4.294 homo_ev=-14.87 charge=+2
C 0.408 -1.149 1.161 -1.198 1.154 -0.783 0.19
C 1.525 -1.994 3.127 -0.303 0.047 1.260 0.70
C -0.964 2.916 -4.188 -1.082 -0.285 -1.586 -0.65
C -2.230 2.937 -3.291 0.490 1.782 0.140 -0.53
N -1.079 1.247 -0.834 -0.124 0.277 0.012 -0.69
N 2.291 -2.971 3.721 1.553 -0.310 -1.879 -0.78
N 1.023 -1.014 3.854 -2.077 1.914 -0.630 -0.75
N -0.162 -1.373 -0.028 0.522 -0.197 0.904 -0.76
N 1.144 -2.092 1.787 2.048 -2.647 0.215 -0.62
P -1.767 2.352 -1.524 0.067 -0.080 -0.162 1.43
H -0.552 3.871 -4.448 0.065 0.731 0.500 0.27
H -0.145 2.271 -3.863 -0.354 -0.152 -0.022 0.26
H -1.377 2.543 -5.201 0.649 0.174 1.544 0.29
H -2.858 2.139 -3.593 -1.020 -0.981 0.126 0.29
H -2.850 3.864 -3.041 1.108 -0.987 -0.789 0.32
H 2.782 -2.925 4.686 -1.468 0.384 -2.344 0.47
H 2.850 -3.539 2.985 -1.259 1.051 2.074 0.43
H 0.951 -1.075 4.865 0.529 -0.087 -0.255 0.44
H 0.331 -0.271 3.423 2.013 -2.318 0.555 0.47
H -0.626 -0.537 -0.431 0.411 -1.213 0.560 0.42
H -0.327 -2.278 -0.509 0.575 0.690 0.411 0.40
H 1.633 -2.922 1.343 -1.145 1.054 0.151 0.40



No. 7
18
Properties=species:S:1:pos:R:3:forces:R:3:nbo_charge:R:1 method="wB97M-V/def2-TZVPD" gap_ev=11.707 homo_ev=-14.90 charge=+1
C -0.463 -0.622 -1.279 -0.333 -0.846 -0.761 -0.25
N -0.498 0.580 -0.316 -0.876 -2.197 0.432 -0.53
C 0.880 0.680 0.177 2.245 2.904 1.866 -0.26
C 1.637 -0.587 -0.030 1.050 -2.121 1.888 -0.46
C 0.726 -1.530 -0.810 0.241 -2.504 -1.994 -0.45
H -1.515 -1.127 -1.130 2.173 0.995 -1.245 0.25
H -0.079 -0.246 -2.292 -1.674 -0.321 1.234 0.25
H -1.210 0.351 0.457 1.295 0.618 -0.841 0.48
H -0.888 1.410 -0.731 0.152 0.473 -0.431 0.45
H 0.852 0.858 1.247 -0.394 0.219 0.166 0.24
H 1.517 1.575 -0.169 -1.692 -1.156 -0.232 0.25
H 2.684 -0.405 -0.337 -0.844 -0.124 -0.918 0.26
H 1.876 -1.110 0.935 -0.598 0.699 -0.414 0.25
H 0.326 -2.540 -0.373 0.891 2.276 0.109 0.25
H 1.379 -1.977 -1.689 -1.760 1.194 1.192 0.26
H -2.958 2.044 1.863 -0.360 0.264 -0.057 0.50
H -1.922 1.335 2.623 2.838 0.125 5.448 0.47
O -2.345 1.312 1.856 -2.354 -0.500 -5.442 -0.95



No. 8
18
Properties=species:S:1:pos:R:3:forces:R:3:nbo_charge:R:1 method="wB97M-V/def2-TZVPD" gap_ev=10.040 homo_ev=-13.42 charge=+1
C 0.102 1.744 -1.799 -0.153 -0.433 0.509 -0.22
N 1.365 0.912 -1.475 -0.230 0.234 -0.647 -0.52
C 1.302 0.537 0.010 -0.109 1.091 0.258 -0.22
C -0.125 0.891 0.393 -0.425 0.952 1.110 -0.44
C -0.344 2.169 -0.389 -0.527 0.135 -1.927 -0.42
H -0.553 1.012 -2.271 -0.440 0.037 0.492 0.22
H 0.176 2.509 -2.572 0.993 0.149 0.288 0.25
H 1.292 0.030 -1.973 0.400 0.126 -0.467 0.44
H 2.187 1.440 -1.795 -0.022 -0.587 0.459 0.45
H 1.642 -0.471 0.197 -0.049 -0.270 -0.325 0.25
H 1.959 1.223 0.540 0.183 -0.057 -0.100 0.23
H -0.178 1.245 1.422 0.162 -0.779 0.325 0.26
H -0.883 0.124 0.250 0.134 -0.073 -0.245 0.24
H -1.337 2.606 -0.515 -0.203 -0.501 0.559 0.26
H 0.257 2.974 0.037 0.275 -0.039 -0.276 0.23
H -1.333 -5.719 2.766 -0.187 0.019 0.040 0.47
H -2.840 -5.397 2.886 0.550 0.141 -0.055 0.48
O -1.966 -4.992 2.755 -0.353 -0.145 0.002 -0.95



No. 9
18
Properties=species:S:1:pos:R:3:forces:R:3:nbo_charge:R:1 method="wB97M-V/def2-TZVPD" gap_ev=8.416 homo_ev=-13.68 charge=+1
C -1.782 -1.179 -0.659 0.183 -0.609 0.284 -0.62
C -0.324 -0.978 -1.067 0.130 -0.200 0.302 -0.41
C 0.601 -0.490 0.060 -0.964 0.401 -0.648 -0.26
C 1.676 -1.533 1.984 0.122 -0.001 0.406 0.15
N 1.169 -1.610 0.826 -0.133 0.090 0.152 -0.37
H -2.118 -0.447 0.075 -0.130 0.240 -0.291 0.22
H -1.934 -2.158 -0.192 0.097 0.056 0.028 0.21
H -2.407 -1.191 -1.548 -0.158 0.258 0.070 0.24
H -0.240 -0.224 -1.832 -0.105 0.190 -0.384 0.24
H 0.035 -1.915 -1.505 0.262 0.153 -0.094 0.21
H -0.018 0.117 0.713 0.097 -0.096 0.495 0.24
H 1.344 0.198 -0.320 0.688 -0.343 -0.047 0.25
H 1.888 -0.566 2.427 -0.266 0.111 -0.070 0.23
H 1.882 -2.415 2.579 0.246 -0.142 -0.346 0.24
H 1.041 -2.524 0.395 -0.069 -0.073 0.142 0.44
H -0.721 5.385 -1.205 0.066 -0.468 -0.029 0.47
H -0.017 6.230 -0.242 0.354 -0.095 0.375 0.47
O -0.077 5.299 -0.489 -0.421 0.529 -0.346 -0.94



No. 10
18
Properties=species:S:1:pos:R:3:forces:R:3:nbo_charge:R:1 method="wB97M-V/def2-TZVPD" gap_ev=9.033 homo_ev=-14.64 charge=+1
C 2.279 -0.200 0.083 2.738 0.653 -0.645 -0.64
C 1.075 -1.088 -0.012 -0.646 -2.729 2.520 -0.41
C -0.242 -0.333 0.162 -0.373 1.980 -0.724 -0.24
C -2.471 -1.432 0.505 3.608 1.698 -3.265 0.11
N -1.423 -1.072 -0.271 -2.474 -1.254 0.837 -0.38
H 3.360 -0.692 -0.058 -2.724 0.599 -0.057 0.26
H 2.201 0.639 -0.658 0.185 -0.716 0.516 0.22
H 2.402 0.272 1.058 -0.399 -0.002 0.122 0.23
H 0.976 -1.565 -0.983 0.366 -0.221 -0.214 0.21
H 1.108 -1.963 0.810 0.034 1.787 -1.893 0.22
H -0.695 -0.090 1.104 1.667 1.042 1.276 0.20
H -0.111 0.601 -0.527 -0.820 -1.294 1.308 0.26
H -2.452 -1.042 1.532 -0.114 -0.580 -0.364 0.24
H -3.282 -1.963 0.008 0.103 0.066 0.425 0.25
H -1.321 -1.213 -1.278 -1.148 -0.933 0.118 0.44
H -0.774 4.182 -0.998 0.171 -0.084 -0.642 0.48
H -0.391 3.528 0.232 0.345 -0.313 0.495 0.46
O -0.239 3.431 -0.710 -0.520 0.299 0.187 -0.94